{
  "formula": "C12H20N2O4",
  "method": "the ωB97M-V functional and the def2-TZVPD basis",
  "elements": ["O", "O", "O", "O", "C", "C", "C", "N", "N", "C", "C", "C", "C", "C", "C", "C", "C", "C", "H", "H", "H", "H", "H", "H", "H", "H", "H", "H", "H", "H", "H", "H", "H", "H", "H", "H", "H", "H"],
  "positions_angstrom": [[3.03570, -0.13834, 3.89299], [-0.51219, 1.96542, 2.52048], [2.20477, -0.73473, -0.14418], [-0.92940, -1.51531, -0.20305], [2.15230, -0.10186, 3.08583], [0.25391, 1.03854, 2.30170], [1.55474, -0.49195, 0.85609], [1.07613, 0.68790, 3.31773], [2.32522, -0.75789, 1.93655], [-2.11920, -3.00358, -1.79705], [1.67868, 2.35003, -2.96939], [-1.07303, -1.49468, 2.13527], [-2.24110, -1.87463, -0.74839], [0.15984, 2.20117, -2.62100], [-0.11557, 1.10241, -1.58660], [0.25319, 1.47717, -0.15379], [-0.98393, -0.57691, 0.90590], [0.26582, 0.35320, 0.94018], [1.22796, 1.33489, 4.06229], [3.20902, -1.20766, 1.78015], [-3.05112, -2.99421, -2.36161], [-1.97044, -3.94008, -1.27192], [-1.25464, -2.88884, -2.48377], [1.84027, 3.08117, -3.79426], [2.05785, 1.36760, -3.21675], [2.24335, 2.65705, -2.05898], [-1.55681, -0.95447, 2.97510], [-0.11620, -1.86355, 2.49978], [-1.69905, -2.36079, 1.89787], [-2.67750, -1.00169, -1.21622], [-2.87822, -2.19737, 0.10439], [-0.20625, 3.19026, -2.29411], [-0.32796, 1.93133, -3.55631], [-1.14761, 0.89214, -1.60604], [0.42979, 0.17908, -1.92044], [-0.48307, 2.21368, 0.12470], [1.22279, 1.98818, -0.16097], [-1.84804, 0.08730, 0.82784]],
  "gap_ev": 10.77,
  "total_energy_ev": -23939.0635,
  "max_force_ev_per_a": 3.47
}